Record 1
Computed, not measured: a 5-piece molecular cluster, CH12N2O4 overall at a distorted geometry, with ωB97M-V/def2-TZVPD.

Each line ends with the Mulliken charge.
Positions of all 19 atoms, in Å:
O -0.758 -0.066 1.617  -0.620
O -2.988 -1.126 -0.719  -0.654
O 1.032 1.530 -1.989  -0.748
O -0.526 2.175 -0.485  -0.574
N 1.588 -1.652 1.523  -0.736
N 0.750 -1.116 -0.553  -0.381
C 1.779 -1.192 0.329  0.136
H 0.115 -1.850 -0.742  0.207
H -0.731 1.550 0.209  0.290
H -2.301 -0.668 -0.197  0.360
H 2.799 -0.975 0.016  0.353
H -0.113 -0.787 1.714  0.354
H -3.734 -1.084 -0.126  0.292
H -1.197 0.099 2.449  0.264
H 0.227 1.766 -1.511  0.500
H -0.799 3.013 -0.152  0.294
H 1.466 2.376 -2.107  0.246
H 2.490 -1.565 1.989  0.229
H 0.902 -0.426 -1.264  0.188

Calculated values
SMILES: [H]/N=C/N.O.O.O.O
Energy (eV): -12401.4378
LUMO (eV): 0.5
Energy relative to the best compared isomer or geometry (same formula, charge and spin) (kJ/mol): 135.4
Gap between HOMO and LUMO (eV): 9.88

Record 2
Computed, not measured: C28H28AsBINO3PRuS5 as an isolated structure, with ωB97M-V/def2-TZVPD.

Each line ends with the Löwdin spin population.
Positions of all 70 atoms, in Å:
I 3.149 -3.270 4.892  0.000
Ru 0.589 1.796 -0.071  3.134
As -0.399 4.455 -1.016  0.043
S 0.760 2.021 -2.676  0.219
S -0.985 6.069 -2.327  0.502
S -0.017 -2.436 -0.259  0.000
S 0.052 6.155 0.286  0.572
S 1.660 3.593 -1.626  0.156
P -1.728 0.930 0.023  0.052
O 0.145 -3.089 1.068  0.000
O 2.568 3.545 3.347  0.022
O 1.428 2.787 1.588  0.129
N 2.195 0.223 0.024  0.059
C -2.549 -0.950 -3.510  0.000
C -1.992 -0.147 -2.525  0.001
C 1.455 -2.747 -1.218  0.000
C 2.378 -3.661 -0.742  0.000
C -3.067 3.100 1.115  0.004
C 2.265 1.215 3.227  0.002
C 1.674 -2.016 -2.374  0.000
C -2.950 2.283 -0.009  0.012
C 2.750 -1.338 4.201  0.000
C 1.430 0.157 2.904  0.009
C 1.657 -1.125 3.380  0.001
C -2.447 -0.225 -1.210  0.001
C 3.749 -3.193 -2.659  0.000
C 3.199 -0.251 0.343  0.020
C 3.603 -0.302 4.544  0.000
C -3.842 4.248 1.073  0.000
C -4.510 4.593 -0.093  0.005
C 3.351 0.969 4.062  0.001
C -3.467 -1.125 -0.904  0.001
C -3.562 -1.844 -3.196  0.001
C -2.123 0.094 1.605  0.016
C 3.533 -3.885 -1.478  0.000
C -1.088 -3.562 -1.184  0.000
C 2.828 -2.253 -3.101  0.000
C -4.018 -1.932 -1.889  0.000
C -4.397 3.786 -1.213  0.001
C 2.070 2.633 2.693  0.015
C -3.623 2.638 -1.174  0.004
B 4.586 -0.886 0.793  0.003
H -1.183 -3.210 -2.211  0.000
H 4.002 1.798 4.306  0.000
H -1.625 -0.878 1.635  0.000
H 0.995 -1.221 -2.661  0.000
H -3.879 4.897 1.938  0.000
H -1.207 0.560 -2.767  0.000
H -3.836 -1.204 0.111  0.000
H 0.601 0.332 2.230  0.008
H -4.873 4.075 -2.142  0.000
H 4.350 -1.923 1.379  0.000
H -2.498 2.886 2.012  0.000
H -4.806 -2.630 -1.631  0.000
H -2.186 -0.872 -4.528  0.000
H -0.655 -4.561 -1.148  0.000
H -2.061 -3.543 -0.697  0.000
H -1.732 0.689 2.430  0.001
H 5.241 -1.084 -0.211  0.001
H 4.671 -3.343 -3.207  0.000
H -3.995 -2.472 -3.965  0.000
H 2.206 -4.138 0.214  0.000
H 4.471 -0.490 5.163  0.000
H 4.286 -4.560 -1.095  0.000
H 1.033 -1.949 3.064  0.000
H 5.123 -0.077 1.520  0.001
H -3.197 -0.032 1.749  0.003
H 3.032 -1.662 -3.985  0.000
H -5.079 5.513 -0.142  0.000
H -3.509 2.045 -2.073  0.000

Calculated values
2S+1: 6
<S²>: 8.781
Total charge: -2
Energy (eV): -172787.6388
LUMO (alpha / beta) (eV): 3.6 / 3.6
Energy relative to the best compared isomer or geometry (same formula, charge and spin) (kJ/mol): 7.8
Gap between HOMO and LUMO (alpha / beta) (eV): 5.11 / 5.96

Record 3
Computed, not measured: a 2-piece molecular cluster, C6H16O overall at a distorted geometry, with ωB97M-V/def2-TZVPD.

Each line ends with the Mulliken charge.
Positions of all 23 atoms, in Å:
O -1.448 0.105 -2.627  -0.662
C 1.424 1.662 -1.084  -1.187
C 0.205 1.346 -0.223  -0.766
C -1.100 -2.206 0.738  -1.323
C 1.278 -0.222 1.481  -1.526
C -1.075 -0.670 0.705  -0.620
C 0.289 -0.107 0.341  0.229
H -1.437 -0.188 1.620  0.479
H 1.561 -1.266 1.650  0.391
H 2.199 0.354 1.386  0.362
H 2.340 1.376 -0.571  0.266
H 1.531 2.728 -1.303  0.410
H -0.951 -0.079 -1.824  0.224
H -0.317 -2.593 0.090  0.355
H -1.855 -0.270 0.043  0.405
H 1.288 1.154 -2.040  0.279
H -0.911 -2.583 1.743  0.303
H -1.966 0.857 -2.378  0.366
H 0.147 2.024 0.650  0.384
H 0.728 -0.574 -0.558  0.340
H -2.080 -2.573 0.435  0.373
H 0.860 0.075 2.451  0.361
H -0.710 1.651 -0.726  0.556

Calculated values
SMILES: CCC(C)CC.O
Energy (eV): -8528.7509
LUMO (eV): 1.0
Energy relative to the best compared isomer or geometry (same formula, charge and spin) (kJ/mol): 46.5
Gap between HOMO and LUMO (eV): 11.85

Record 4
Computed, not measured: C46H42Cl2F10N4P2RuS as an isolated structure, with ωB97M-V/def2-TZVPD.

Each line ends with the Löwdin spin population.
Positions of all 108 atoms, in Å:
Ru -0.616 0.635 -1.353  1.821
Cl 0.817 1.190 -3.535  0.048
Cl 2.720 3.070 -2.236  0.004
S 1.093 -1.781 5.887  0.022
P 0.459 -1.465 -1.296  -0.016
P -0.476 0.787 1.129  0.124
F 1.314 -6.988 -2.015  0.000
F -0.977 -3.720 1.633  0.000
F -0.364 7.682 -1.868  0.050
F 0.157 3.328 -0.353  0.047
F -3.032 4.386 -3.728  0.036
F 0.974 -7.823 0.548  0.000
F -0.205 -6.165 2.350  0.000
F 0.849 5.870 -0.247  -0.013
F 0.512 -4.566 -2.767  0.000
F -2.289 6.884 -3.585  -0.013
N -0.210 -0.761 1.673  0.651
N -2.659 -0.255 -1.810  0.066
N -1.693 2.336 -2.090  0.433
N -0.642 -2.722 -0.971  -0.003
C 2.048 -2.181 -5.575  -0.001
C -2.685 2.384 1.491  0.009
C 2.641 3.066 2.465  0.000
C -2.735 0.337 -3.162  0.018
C 4.031 -0.322 0.155  0.001
C -0.084 5.487 -1.101  -0.011
C -3.959 2.690 1.940  0.002
C -0.228 -4.032 -0.588  -0.001
C 0.344 -4.921 -1.492  0.000
C -2.049 4.673 -2.883  0.099
C 1.819 2.299 1.655  0.002
C 4.581 -1.457 0.732  0.003
C -1.429 3.666 -2.078  0.034
C 0.869 3.257 4.081  0.001
C 2.265 -1.501 4.534  0.001
C -2.153 1.116 1.725  0.047
C 0.440 -1.288 2.824  0.090
C -0.449 4.170 -1.178  0.099
C -2.045 -2.377 -0.657  0.001
C 2.940 -1.940 -4.541  0.000
C 2.483 -1.765 -3.240  -0.001
C 1.968 2.568 -3.736  0.011
C -0.409 -4.504 0.709  0.000
C 0.763 -6.184 -1.118  0.000
C -2.893 0.159 2.411  0.008
C 3.837 -2.628 0.792  0.000
C 2.738 -0.365 -0.347  0.014
C 1.140 -0.144 6.654  0.001
C 2.168 3.540 3.682  -0.001
C -3.758 0.285 -0.977  0.010
C 2.556 -2.680 0.260  0.002
C 0.235 -2.101 -4.005  -0.001
C 1.723 -0.666 3.374  0.012
C -4.705 1.731 2.619  0.003
C -2.773 -1.733 -1.827  0.003
C 1.985 -1.540 -0.308  0.004
C 1.120 -1.833 -2.959  -0.002
C -0.700 6.419 -1.929  0.136
C -1.686 5.998 -2.815  -0.011
C 0.689 -2.272 -5.302  0.000
C -4.174 0.471 2.856  0.000
C 0.517 1.997 2.054  0.011
C 0.044 2.489 3.273  0.001
C 0.585 -6.616 0.185  0.000
C -0.016 -5.770 1.099  0.000
C -2.671 1.858 -3.095  0.039
H 4.264 -3.518 1.239  0.000
H 4.004 -1.904 -4.740  0.000
H -3.654 2.269 -2.865  0.014
H -2.403 2.220 -4.086  0.011
H -2.552 -3.308 -0.414  0.000
H -5.700 1.974 2.973  0.000
H 0.927 0.642 5.928  0.000
H -4.708 0.158 -1.507  0.002
H 4.606 0.594 0.100  0.000
H 1.558 0.356 3.710  0.000
H -3.669 0.057 -3.661  0.005
H -2.098 -1.734 0.223  0.000
H -4.751 -0.271 3.394  0.000
H 2.018 -3.616 0.295  0.000
H -3.832 -2.003 -1.792  0.001
H 3.651 3.299 2.147  0.000
H -0.817 -2.236 -3.803  0.000
H 2.411 -2.321 -6.585  0.000
H -0.963 2.268 3.602  0.000
H 0.496 3.635 5.025  0.000
H -2.097 3.136 0.972  0.000
H 2.812 4.136 4.317  0.000
H -2.483 -0.827 2.594  0.002
H 0.602 -2.357 2.655  0.009
H 2.469 -0.631 2.579  0.000
H -3.806 -0.257 -0.036  0.000
H -1.912 -0.060 -3.759  0.004
H 2.728 2.199 -4.413  0.001
H -3.604 1.333 -0.751  0.002
H 0.369 -0.129 7.423  0.000
H 3.149 -1.023 4.958  0.001
H -2.382 -2.113 -2.765  0.000
H 1.418 3.400 -4.157  0.000
H 2.108 0.033 7.120  0.000
H 2.323 0.515 -0.821  0.008
H 3.203 -1.584 -2.454  0.000
H 2.198 1.931 0.711  0.002
H -0.012 -2.499 -6.095  0.000
H -4.370 3.678 1.770  0.000
H -0.316 -1.275 3.635  0.050
H 2.563 -2.493 4.188  0.000
H 5.589 -1.433 1.126  0.000

Calculated values
2S+1: 5
<S²>: 6.056
Total charge: +2
Energy (eV): -138541.4335
LUMO (alpha / beta) (eV): -5.8 / -7.6
Gap between HOMO and LUMO (alpha / beta) (eV): 6.60 / 4.75

Record 5
Computed, not measured: a 2-piece molecular cluster, C11H18F2IN overall at a distorted geometry, with ωB97M-V/def2-TZVPD.

Each line ends with the Mulliken charge.
Positions of all 33 atoms, in Å:
I 3.594 0.814 0.771  -0.146
F 3.928 -1.654 -0.819  -0.279
F 2.694 -1.985 0.989  -0.188
N 0.284 0.397 -0.351  0.691
C -0.013 -1.814 -1.056  -0.921
C -1.190 -2.598 1.050  -1.494
C 0.173 2.333 -1.867  -1.920
C 0.072 2.634 0.596  -0.479
C 0.233 1.794 -0.473  1.148
C 2.900 -1.120 0.010  0.152
C 0.660 -0.516 -1.234  -0.610
C -0.368 -0.238 0.792  -1.402
C -2.398 -1.064 -0.564  -1.383
C 0.295 2.493 2.038  -0.951
C -1.011 -1.489 0.095  1.628
H 0.062 1.562 -2.515  0.540
H 1.091 2.943 -2.100  0.271
H -0.528 2.135 2.593  0.277
H -0.487 -2.088 -2.060  0.276
H -0.719 2.998 -2.033  0.385
H -3.034 -0.315 0.224  0.235
H -0.227 -3.270 1.121  0.321
H 0.099 3.699 0.154  0.205
H 1.173 1.729 2.135  0.090
H -2.215 -0.451 -1.525  0.291
H 0.951 -0.256 -2.171  0.713
H 0.649 3.422 2.528  0.355
H -3.006 -1.883 -0.957  0.466
H 0.709 -2.684 -0.781  0.301
H 0.371 -0.412 1.581  0.452
H -2.018 -3.182 0.608  0.335
H -1.442 -2.225 2.072  0.324
H -1.284 0.291 1.149  0.320

Calculated values
Energy (eV): -26720.0035
LUMO (alpha / beta) (eV): -0.1 / -0.1
Energy relative to the best compared isomer or geometry (same formula, charge and spin) (kJ/mol): 0.0
Gap between HOMO and LUMO (alpha / beta) (eV): 6.84 / 6.84

The highest energy belongs to which entry? C6H16O

Look up the energy of the first one. -12401.4378 eV

Which of these has the lowest energy? C28H28AsBINO3PRuS5